This record from the Open Molecules 2025 dataset describes a structure of composition C55H47BiClN7O5S. The level of theory is ωB97M-V/def2-TZVPD.

Output
Largest force on an atom = 0.3 eV/Å
Energy above the lowest of the compared OMol25 structures with the same formula, charge and spin = 79.58 kcal/mol
HOMO-LUMO gap = 6.356 eV
E_LUMO = -0.0161 hartree

XYZ file:
```
117
Properties=species:S:1:pos:R:3:forces:R:3
Bi -1.111804 -0.231076 0.313039 -0.19 -0.03 0.03
Cl -5.874658 5.123543 -2.847580 0.00 0.00 0.00
C -4.915684 3.753324 -2.352405 -0.01 0.01 -0.03
C -4.445901 2.853306 -3.325194 -0.01 0.01 0.00
C -3.701739 1.765244 -2.963942 0.02 -0.04 0.03
C -3.370258 1.509711 -1.600107 -0.19 0.12 0.12
O -2.745462 0.447893 -1.265416 0.26 0.12 -0.19
C -3.825361 2.459074 -0.635631 0.01 -0.06 -0.02
C -3.509216 2.365997 0.755935 0.01 0.00 -0.05
N -2.623448 1.615002 1.325421 -0.07 0.01 0.06
C -2.352125 1.850814 2.688757 0.00 -0.05 0.01
C -2.508673 3.056789 3.325783 0.01 -0.01 0.00
C -2.234150 3.200320 4.701807 0.00 -0.01 0.00
C -1.795329 2.143516 5.442769 0.00 0.02 0.00
C -1.572829 0.895673 4.814848 0.00 -0.02 0.00
C -1.116763 -0.246889 5.509413 0.00 0.00 -0.01
C -0.918537 -1.416436 4.836355 0.00 0.02 -0.01
C -1.117116 -1.435903 3.443980 0.01 0.02 0.03
N -1.531292 -0.390662 2.775684 0.01 0.02 -0.01
C -1.810724 0.762096 3.433406 -0.02 0.01 -0.02
C -4.622409 3.554862 -1.036128 0.02 -0.03 0.00
H -4.691024 3.026921 -4.365280 0.00 0.00 0.00
H -3.353597 1.053107 -3.702328 0.00 0.00 0.00
H -4.073602 3.061177 1.383723 0.01 0.00 0.01
H -2.831805 3.924878 2.766747 0.00 0.01 0.01
H -2.378258 4.167112 5.166106 0.00 0.00 0.00
H -1.597845 2.244509 6.502463 0.00 0.00 0.00
H -0.935747 -0.177275 6.575408 0.00 0.00 0.00
H -0.586566 -2.312808 5.341384 0.00 0.00 0.00
H -0.924551 -2.324622 2.856616 0.00 0.00 0.00
H -4.987570 4.252261 -0.291205 0.00 -0.01 0.01
C 0.582398 1.131110 -2.453810 -0.07 -0.06 0.02
O 0.014117 -0.169581 -2.263950 -0.04 0.05 -0.01
C -0.756890 -0.631325 -3.305036 0.02 -0.05 0.04
C -0.765326 -0.023119 -4.553145 0.00 0.02 0.01
C -1.574160 -0.518355 -5.567349 0.03 0.03 -0.03
C -2.384812 -1.615708 -5.341430 -0.03 -0.04 0.04
C -2.367609 -2.229940 -4.099161 0.01 0.02 0.03
C -1.546994 -1.765694 -3.077668 0.04 0.03 0.04
N -1.525396 -2.363229 -1.781821 -0.06 -0.04 -0.06
N -1.974265 -3.543320 -1.807646 0.03 0.01 -0.12
C -2.122160 -4.268377 -0.654641 0.00 -0.01 0.06
C -2.267444 -3.694783 0.638707 -0.07 0.06 -0.06
O -2.235179 -2.451313 0.883826 0.09 -0.11 0.15
C -2.517998 -4.615050 1.731978 -0.01 0.00 0.01
C -2.582274 -5.950427 1.553539 0.00 -0.03 0.00
C -2.436050 -6.543736 0.258595 -0.01 0.03 0.02
C -2.511045 -7.937184 0.081173 0.01 -0.02 -0.01
C -2.385962 -8.496348 -1.164310 0.00 0.00 0.00
C -2.177278 -7.658780 -2.271353 0.00 -0.01 -0.01
C -2.091889 -6.297343 -2.121601 -0.01 0.03 0.01
C -2.228740 -5.696791 -0.849760 0.01 -0.01 0.01
H -0.208456 1.858367 -2.662523 0.02 0.01 -0.01
H 1.060731 1.394974 -1.514415 0.04 -0.01 -0.02
H 1.308973 1.118961 -3.264468 0.01 0.01 -0.01
H -0.144704 0.835734 -4.752991 0.02 0.02 0.01
H -1.567194 -0.027466 -6.532138 -0.01 -0.01 0.00
H -3.035108 -1.989437 -6.121160 0.00 0.00 0.00
H -3.006250 -3.075414 -3.887284 0.00 0.00 -0.01
H -2.662666 -4.171083 2.710133 0.00 0.01 -0.01
H -2.764509 -6.604872 2.399749 0.00 0.00 0.00
H -2.673801 -8.563423 0.951304 0.00 0.00 0.00
H -2.447211 -9.568648 -1.295292 0.00 0.00 0.00
H -2.078749 -8.093149 -3.258567 0.00 0.00 0.00
H -1.921019 -5.660797 -2.978218 0.00 -0.02 -0.01
C 2.228965 6.581183 -0.571895 0.02 0.01 0.00
C 2.705488 5.259971 -1.110160 -0.01 0.00 -0.01
C 3.325479 4.333785 -0.277482 0.00 -0.03 0.00
C 3.739204 3.102072 -0.761129 0.01 0.08 0.00
C 3.558396 2.809237 -2.103415 -0.02 -0.02 0.01
C 2.951927 3.714885 -2.957295 -0.04 0.01 0.02
C 2.526014 4.934169 -2.452515 -0.01 0.00 0.00
S 4.018353 1.201760 -2.742913 0.12 0.03 -0.05
C 5.786831 1.523991 -2.863826 -0.02 0.00 0.04
O 3.524480 1.139387 -4.145482 0.00 -0.04 0.00
H 2.258172 6.593330 0.517191 0.00 0.00 0.00
H 1.205767 6.787324 -0.888717 0.00 0.00 0.00
H 2.854925 7.398762 -0.935200 0.00 0.00 0.00
H 3.457552 4.561940 0.772008 0.00 0.01 0.00
H 4.193082 2.380587 -0.091361 0.00 -0.01 0.01
H 2.804396 3.443575 -3.994993 0.00 0.00 -0.01
H 2.035209 5.642384 -3.110420 0.00 0.00 0.00
H 5.929095 2.370457 -3.533605 0.01 0.00 0.00
H 6.249263 0.627616 -3.273089 0.00 0.00 0.01
H 6.181458 1.739174 -1.871067 0.01 0.00 -0.01
C 4.532769 1.193858 2.386309 0.02 -0.01 -0.01
C 4.123045 0.325884 1.454010 0.01 -0.02 0.01
C 2.706142 0.219007 1.038412 -0.03 0.03 0.08
C 1.711645 1.179842 1.775627 0.08 0.01 -0.08
C 0.475300 1.502089 0.974430 -0.07 0.08 -0.01
C 0.048443 2.777475 0.965286 0.03 -0.08 -0.03
C 0.589939 3.820850 1.826033 0.02 0.02 0.03
C 1.639534 3.582001 2.624329 -0.05 0.00 -0.03
C 2.364127 2.337020 2.493231 0.03 0.02 0.02
C 3.656520 2.245847 2.863230 -0.02 0.01 0.01
H 5.571563 1.212474 2.693377 0.00 0.00 0.00
H 4.833993 -0.345732 0.982274 0.00 0.01 0.00
H 2.586485 0.133663 -0.042222 -0.01 -0.02 -0.06
H -0.828241 3.047015 0.384341 0.00 0.03 0.01
H 0.093113 4.784447 1.849021 0.00 0.00 0.00
H 2.029269 4.341191 3.293377 0.01 0.00 0.00
H 4.107455 3.069395 3.407725 -0.01 0.00 0.00
C 2.958345 -4.416621 1.612100 0.02 0.02 -0.01
N 2.213142 -3.184489 1.701331 -0.03 -0.03 0.05
C 2.620909 -2.048891 2.517108 0.00 -0.01 -0.06
C 1.926893 -0.878695 1.814242 0.01 0.03 0.01
O 1.402293 0.091338 2.718671 0.01 -0.06 0.03
N 0.930274 -1.499509 0.966503 0.05 0.02 -0.10
C 1.269186 -2.757082 0.825458 0.04 0.00 0.09
N 0.781774 -3.550255 -0.136388 -0.02 -0.04 -0.02
H 3.393430 -4.634954 2.585834 0.00 0.00 0.00
H 3.762609 -4.364505 0.871807 0.00 0.00 0.00
H 2.304235 -5.249676 1.357766 0.00 0.00 0.00
H 3.704389 -1.942857 2.549810 0.00 -0.01 -0.01
H 2.243856 -2.125620 3.541768 -0.01 0.01 0.01
H 0.060108 -3.133306 -0.715898 -0.01 0.01 0.00
H 0.712411 -4.542681 0.012764 0.02 0.00 0.00
```
Positions in Å, forces in eV/Å.

***

This record from the Open Molecules 2025 dataset describes a structure of composition C55H47GeN4O2S2TeTi. The level of theory is ωB97M-V/def2-TZVPD.

Output
Total charge = -1
Largest force on an atom = 4.5 eV/Å
Energy above the lowest of the compared OMol25 structures with the same formula, charge and spin = 13.75 kcal/mol
HOMO-LUMO gap (alpha / beta) = 3.563 / 3.560 eV
E_LUMO (alpha / beta) = 0.0296 / 0.0296 hartree

XYZ file:
```
113
Properties=species:S:1:pos:R:3:forces:R:3
Ti 12.299070 14.148310 14.047220 -0.51 0.73 0.52
C 8.665997 15.018901 14.982218 0.57 -0.82 0.96
C 8.444429 14.626172 13.576551 0.63 -0.31 -1.22
C 7.200934 14.158029 13.173627 -0.39 0.28 0.22
C 6.961146 13.818836 11.846941 0.96 0.15 0.21
C 8.017756 13.931201 10.927911 -2.16 -1.04 -0.98
C 9.282430 14.328023 11.281945 -0.62 -0.07 1.53
C 10.324869 14.396431 10.268848 0.82 0.66 -1.51
C 9.502391 14.618281 12.636090 -1.38 0.40 -0.51
N 10.730857 15.139680 13.024833 2.45 0.79 0.99
C 10.977539 16.438908 12.630531 -1.74 1.44 -1.27
O 10.305975 17.097833 11.789888 1.79 -1.46 2.05
C 12.048968 17.107499 13.493348 0.91 0.05 -1.81
C 12.371411 18.481239 13.487754 -1.50 -0.97 -0.06
C 13.116132 19.016360 14.529197 -0.58 -0.43 -0.37
C 13.599382 18.114803 15.440063 0.00 -0.76 -0.15
C 13.407136 16.758546 15.238371 1.26 -1.16 0.80
N 12.730548 16.220626 14.226691 -0.94 1.78 0.73
C 13.893705 15.713852 16.240967 1.02 -1.07 0.03
O 14.719099 15.976541 17.127934 -1.91 -0.30 -1.29
N 13.328426 14.447657 15.940223 -0.75 1.99 -1.08
C 13.154142 13.596525 17.046960 2.33 -0.60 -0.24
C 12.408377 14.025244 18.126502 -0.86 -0.30 -0.21
C 11.557625 15.283776 18.078140 0.51 1.10 -0.84
C 12.315089 13.144303 19.209945 -0.96 -0.02 1.72
C 12.982632 11.937790 19.248467 -0.11 -0.02 -0.54
C 13.858650 11.638493 18.177274 0.78 -1.05 1.84
C 14.008948 12.430432 17.088737 -0.78 1.92 -0.61
C 15.004795 12.166565 15.962305 -0.74 -0.73 1.12
H 9.316478 15.862797 15.190439 -0.05 0.36 -0.45
H 7.717326 15.166357 15.487620 -0.06 0.00 0.17
H 9.202336 14.171965 15.452929 -0.32 0.22 0.18
H 6.412523 14.139484 13.937835 0.16 -0.11 -0.48
H 5.983119 13.468691 11.554184 -0.04 -0.01 -0.18
H 7.767548 13.629737 9.874002 0.56 0.45 0.98
H 10.153396 13.512788 9.612135 0.81 0.67 0.19
H 10.210088 15.337977 9.670190 -0.10 -0.80 0.29
H 11.346126 14.498817 10.677310 -0.48 -0.64 -0.24
H 11.844121 19.075141 12.759667 -0.02 0.19 -0.07
H 13.182094 20.079181 14.697857 0.29 0.12 -0.25
H 14.125246 18.393740 16.308934 0.57 0.30 0.89
H 10.602976 15.117397 18.548127 -0.54 -0.26 -0.08
H 11.979653 16.116681 18.664896 0.28 -0.31 -0.15
H 11.407133 15.738891 17.030822 0.13 -1.05 1.46
H 11.701079 13.405844 20.124001 0.53 -0.13 -1.29
H 12.780389 11.210882 20.063347 0.52 0.71 -0.56
H 14.612364 10.871702 18.384787 -0.46 -0.27 -0.46
H 15.933301 11.753974 16.349509 0.05 -0.09 0.11
H 14.528063 11.413742 15.347271 0.06 -0.33 -0.48
H 15.248185 13.009019 15.351182 0.02 0.68 -0.16
C 14.392155 7.832484 14.836052 0.09 -0.18 0.63
C 13.527166 8.298701 13.727052 -1.29 2.03 0.88
C 13.481141 7.620210 12.500049 0.12 1.73 -0.29
C 12.781324 8.229930 11.496835 -0.28 0.67 0.25
C 12.011006 9.394370 11.776638 0.41 -1.64 -0.27
C 11.127951 9.872437 10.812797 -1.28 1.31 -0.31
C 10.140328 10.759644 11.167653 0.33 -0.79 1.02
C 10.083084 11.261723 12.517499 0.22 -0.59 -1.15
C 11.114072 11.021969 13.367690 0.73 0.24 0.64
S 11.410152 12.166369 14.765736 -0.63 -1.30 0.07
C 12.014249 9.903301 13.089157 -1.75 1.80 -1.84
N 12.766201 9.407797 14.006785 3.14 -2.71 1.67
H 14.045831 6.833812 15.071398 0.21 -0.45 0.31
H 14.302551 8.445377 15.744056 -0.10 -0.05 -0.49
H 15.445263 7.776629 14.560679 0.00 -0.03 -0.13
H 14.180336 6.872046 12.224819 0.36 -0.95 0.28
H 12.846206 7.841075 10.487211 -0.25 0.05 -0.04
H 11.173608 9.479281 9.814643 0.01 -0.13 -0.34
H 9.355273 11.007195 10.482531 -0.24 0.24 -0.28
H 9.216098 11.785586 12.861113 -0.13 0.85 -0.10
C 20.498386 12.925842 15.558641 -0.13 0.43 0.59
C 20.394974 12.315084 14.320279 0.95 -0.56 0.72
C 19.582415 12.810505 13.343546 -0.50 0.52 1.00
C 18.753806 13.886813 13.712288 -0.50 0.69 -2.89
C 18.803154 14.542824 14.910684 1.64 -0.41 1.66
C 19.787868 14.110678 15.819367 -0.49 -0.81 1.05
Ge 17.646534 14.865140 12.363187 -2.33 -1.17 -0.08
C 18.439026 16.641141 12.277555 -0.88 0.86 -1.21
C 19.703490 16.887869 12.708599 1.95 0.66 1.33
C 20.248453 18.182525 12.665015 -0.08 0.70 -0.25
C 19.548936 19.230711 12.058012 -0.37 -1.45 -0.87
C 18.302030 18.972242 11.452174 -0.48 -0.43 1.03
C 17.721435 17.718390 11.665440 0.74 -0.67 -0.18
C 18.248253 13.886951 10.707862 -0.03 0.26 0.45
C 19.291458 14.396297 9.926998 -0.07 -1.12 -0.14
C 20.056428 13.564782 9.110337 -0.71 0.21 -1.04
C 19.636871 12.251913 8.980054 -0.28 -0.77 0.55
C 18.525407 11.746129 9.667901 0.00 0.89 0.02
C 17.793705 12.565899 10.528406 0.50 0.73 -0.17
H 21.086181 12.378171 16.314333 -0.12 0.84 -0.22
H 21.046977 11.461734 14.189951 -0.13 -0.29 -0.39
H 19.576336 12.315425 12.388154 -0.25 0.28 -0.34
H 18.157980 15.384547 15.188765 0.17 -0.27 -0.41
H 19.882526 14.567372 16.820036 -0.04 -0.11 -0.61
H 20.315935 16.097072 13.185510 -0.46 0.41 -0.42
H 21.240652 18.435988 13.062609 -0.35 -0.46 -0.11
H 20.052080 20.138737 11.842650 0.29 0.94 0.23
H 17.705227 19.744916 10.946385 0.53 -0.25 0.15
H 16.739055 17.472917 11.262914 0.02 0.23 0.11
H 19.437879 15.444523 9.937875 0.58 0.93 0.26
H 20.811154 13.921536 8.387330 -0.22 0.04 0.80
H 20.152384 11.555548 8.342512 0.29 -0.04 -0.28
H 18.246393 10.734453 9.483652 -0.27 -0.67 -0.05
H 16.873027 12.279643 11.064400 0.64 -0.25 -0.24
Te 13.881575 12.956088 12.453015 0.78 -0.22 -0.26
C 13.857815 13.472443 10.428907 -0.02 1.16 -0.83
C 13.650356 12.638811 9.339252 0.19 -1.09 1.91
C 13.894855 13.287781 8.124226 -0.56 0.06 -2.19
C 14.151535 14.603386 8.237753 0.71 0.97 1.61
S 14.280904 15.141080 9.904542 -0.58 -2.38 -0.59
H 13.413674 11.540602 9.455548 0.24 1.48 -0.13
H 13.818096 12.890726 7.087951 0.07 -0.19 1.10
H 14.473027 15.283091 7.486044 -0.09 0.32 -0.58
```
Positions in Å, forces in eV/Å.